A structure of composition C37H43BrN4P2Zn at a distorted geometry, computed with wB97M-V/def2-TZVPD.

Computed properties:
LUMO level = -5.0 eV
E_HOMO = -12.979 eV
spin multiplicity = 1
net charge = +2
energy relative to the best compared isomer or geometry (same formula, charge and spin) = 0.1 kcal/mol
E_tot = -6690.316069 Ha

Each line ends with the Mulliken charge.
Cartesian coordinates (Å):
Zn: 7.443 4.946 17.774  0.03
C: 4.995 9.026 14.987  -1.43
C: 5.827 8.593 16.188  1.02
C: 6.148 9.557 17.175  -0.46
C: 6.872 9.130 18.336  -0.85
C: 7.106 7.748 18.437  0.43
Br: 8.002 7.068 20.082  -0.07
N: 6.775 6.876 17.496  -0.01
C: 6.141 7.278 16.373  -0.70
H: 4.126 8.413 14.757  0.35
H: 5.545 8.906 14.079  0.35
H: 4.756 10.093 15.114  0.34
H: 5.728 10.539 17.028  0.39
H: 7.249 9.746 19.126  0.52
H: 5.981 6.555 15.565  0.46
C: 5.017 1.274 19.017  -1.24
N: 5.611 2.511 18.464  -0.01
P: 6.432 2.644 16.917  0.64
C: 7.190 1.048 16.617  0.57
C: 7.245 0.580 15.287  -0.66
C: 7.839 -0.686 15.119  -0.69
C: 8.532 -1.328 16.156  -0.48
C: 8.537 -0.797 17.420  -0.91
C: 7.940 0.430 17.664  -0.12
C: 5.132 3.021 15.663  0.43
C: 3.799 2.570 15.820  -0.67
C: 2.857 3.064 14.920  -0.60
C: 3.219 3.768 13.756  -0.70
C: 4.573 4.190 13.659  -0.54
C: 5.514 3.770 14.552  -0.56
P: 6.008 3.922 19.350  1.32
C: 7.008 3.349 20.753  0.66
C: 6.343 2.564 21.745  -0.64
C: 7.063 1.946 22.785  -0.68
C: 8.444 2.127 22.824  -0.62
C: 9.033 3.078 21.975  -0.90
C: 8.366 3.597 20.895  -0.32
C: 4.395 4.586 19.962  0.69
C: 4.339 5.283 21.157  -0.47
C: 3.162 5.754 21.652  -0.45
C: 1.971 5.615 20.912  -0.63
C: 2.039 4.845 19.748  -0.64
C: 3.257 4.406 19.204  -0.37
H: 5.008 0.611 18.139  0.53
H: 4.036 1.514 19.378  0.38
H: 5.634 0.861 19.836  0.30
H: 6.867 1.224 14.447  0.29
H: 7.620 -1.218 14.230  0.42
H: 9.177 -2.184 15.910  0.41
H: 9.007 -1.375 18.251  0.36
H: 8.070 0.957 18.565  0.55
H: 3.497 2.089 16.726  0.52
H: 1.798 2.751 15.008  0.39
H: 2.540 3.977 12.955  0.49
H: 4.834 4.730 12.751  0.46
H: 6.567 3.928 14.391  0.56
H: 5.263 2.495 21.662  0.53
H: 6.559 1.170 23.420  0.35
H: 9.128 1.591 23.533  0.38
H: 10.091 3.339 21.988  0.43
H: 8.892 4.304 20.272  0.23
H: 5.314 5.511 21.631  0.35
H: 3.107 6.244 22.661  0.37
H: 1.004 5.903 21.318  0.42
H: 1.206 4.792 19.029  0.37
H: 3.298 3.798 18.274  0.24
C: 13.467 4.496 18.333  -1.00
C: 12.854 4.461 16.969  -0.65
N: 11.509 5.207 16.993  0.09
C: 11.593 6.657 16.542  -0.95
C: 11.589 7.665 17.678  -0.86
C: 10.301 4.558 17.093  0.46
C: 10.311 3.127 17.473  0.03
N: 9.134 5.187 16.907  0.59
H: 14.503 4.152 18.357  0.40
H: 12.998 3.900 19.117  0.28
H: 13.506 5.499 18.740  0.27
H: 12.715 3.450 16.571  0.42
H: 13.464 5.083 16.272  0.37
H: 10.743 6.780 15.832  0.55
H: 12.486 6.773 15.929  0.48
H: 11.051 7.149 18.479  0.16
H: 11.122 8.607 17.420  0.37
H: 12.689 7.932 17.948  0.29
H: 9.402 2.893 17.970  -1.06
H: 11.072 2.906 18.172  0.43
H: 10.311 2.452 16.624  0.36
H: 9.361 5.998 16.343  -0.14


A structure of composition C37H43N6O3Se3SiTeTl at a distorted geometry, computed with wB97M-V/def2-TZVPD.

Computed properties:
LUMO level = 3.7 eV
E_HOMO = -2.250 eV
spin multiplicity = 1
net charge = -2
energy relative to the best compared isomer or geometry (same formula, charge and spin) = 0.0 kcal/mol
E_tot = -9924.510225 Ha

Each line ends with the Mulliken charge.
Cartesian coordinates (Å):
Tl: 0.456 -0.246 -0.394  1.27
Se: 1.825 2.897 1.127  0.15
Se: 2.844 4.777 1.883  -0.56
Te: 0.810 5.678 -1.903  -0.64
Se: 0.579 3.407 -0.812  0.02
N: -2.654 0.617 0.584  0.39
C: -3.661 -0.078 -0.208  0.98
C: -4.873 0.845 -0.403  -1.30
C: -4.574 2.266 -0.931  -0.27
C: -4.510 2.464 -2.450  -1.32
N: -3.294 1.967 -3.082  -0.08
C: -2.098 2.537 -2.921  1.07
N: -1.990 3.837 -2.613  -0.11
N: -1.003 1.819 -3.162  -0.11
C: -3.112 -0.604 -1.556  -0.75
O: -3.970 -0.833 -2.451  -0.80
O: -1.875 -0.737 -1.708  0.04
H: -2.071 -0.022 1.131  -0.43
H: -3.118 1.209 1.265  0.15
H: -4.028 -0.982 0.301  0.24
H: -5.352 0.957 0.576  0.48
H: -5.587 0.342 -1.056  0.47
H: -3.643 2.636 -0.491  0.21
H: -5.377 2.922 -0.580  0.41
H: -4.632 3.524 -2.695  0.43
H: -5.337 1.940 -2.929  0.40
H: -3.315 0.953 -3.252  0.23
H: -2.798 4.334 -2.288  0.19
H: -1.093 4.227 -2.340  -0.38
H: -1.105 0.807 -3.030  -0.16
H: -0.119 2.213 -2.872  0.09
C: 2.117 -1.055 -4.189  -1.45
N: 1.866 -1.426 -2.820  0.20
C: 2.390 -2.518 -2.408  -0.11
C: 2.244 -3.087 -1.103  0.04
C: 2.911 -4.233 -0.644  -0.87
C: 2.473 -4.440 0.667  -1.10
C: 1.550 -3.415 0.925  -0.60
N: 1.402 -2.601 -0.130  0.16
C: 0.891 -1.154 -5.077  0.84
C: 0.959 -0.688 -6.390  -0.58
C: -0.146 -0.745 -7.223  -0.46
C: -1.349 -1.257 -6.744  -0.50
C: -1.427 -1.711 -5.437  -0.49
C: -0.309 -1.672 -4.610  -0.29
H: 2.923 -1.663 -4.633  0.39
H: 2.461 -0.015 -4.218  0.33
H: 3.048 -3.088 -3.084  0.16
H: 3.636 -4.810 -1.202  0.39
H: 2.763 -5.229 1.346  0.43
H: 0.970 -3.253 1.823  0.74
H: 1.890 -0.266 -6.756  0.37
H: -0.078 -0.372 -8.238  0.36
H: -2.222 -1.285 -7.385  0.37
H: -2.367 -2.070 -5.038  0.39
H: -0.384 -1.994 -3.579  0.37
O: -0.541 -0.747 2.036  -0.44
Si: -0.464 -1.005 3.587  -0.72
C: -0.559 -2.843 4.086  0.36
C: 0.475 -3.521 4.734  -0.03
C: 0.376 -4.875 5.042  -0.73
C: -0.768 -5.582 4.708  -0.42
C: -1.812 -4.931 4.060  -0.63
C: -1.701 -3.582 3.756  -0.23
C: 1.134 -0.375 4.384  0.60
C: 1.212 0.136 5.681  -0.49
C: 2.422 0.558 6.220  -0.57
C: 3.583 0.480 5.463  -0.46
C: 3.529 -0.021 4.170  -0.62
C: 2.317 -0.444 3.639  -0.19
C: -1.890 -0.207 4.577  0.13
C: -2.368 -0.748 5.775  -0.24
C: -3.392 -0.142 6.494  -0.79
C: -3.972 1.030 6.025  -0.41
C: -3.519 1.586 4.836  -0.90
C: -2.495 0.970 4.127  0.32
H: 1.381 -2.984 4.996  0.35
H: 1.199 -5.378 5.538  0.36
H: -0.846 -6.638 4.941  0.33
H: -2.705 -5.478 3.784  0.36
H: -2.518 -3.087 3.238  0.34
H: 0.310 0.216 6.279  0.31
H: 2.457 0.959 7.227  0.34
H: 4.524 0.828 5.872  0.32
H: 4.427 -0.065 3.566  0.40
H: 2.282 -0.831 2.625  0.30
H: -1.932 -1.668 6.154  0.38
H: -3.743 -0.588 7.418  0.39
H: -4.770 1.506 6.583  0.35
H: -3.963 2.500 4.460  0.41
H: -2.157 1.411 3.196  -0.08
C: 0.280 2.734 2.294  -0.35
H: -0.192 1.781 2.052  -0.29
H: -0.367 3.585 2.104  0.48
H: 0.658 2.731 3.314  0.41


A structure of composition C37H44Cl5Ge3MnN2O7SSe, computed with wB97M-V/def2-TZVPD.

Computed properties:
LUMO level (alpha / beta) = -3.8 / -4.8 eV
E_HOMO (alpha / beta) = -11.238 / -11.299 eV
spin multiplicity = 6
expectation value of S² = 8.84
net charge = +1
energy relative to the best compared isomer or geometry (same formula, charge and spin) = 0.0 kcal/mol
E_tot = -14554.504394 Ha

Each line ends with the Mulliken charge.
Cartesian coordinates (Å):
Mn: -0.321 -0.032 -0.365  -1.76
Cl: 0.992 3.242 -1.466  -0.07
C: -0.555 3.102 -0.708  0.79
C: -1.052 1.846 -0.417  -0.51
C: -2.313 1.774 0.126  1.84
Cl: -2.810 0.132 0.517  -0.04
C: -3.112 2.867 0.417  -0.49
Cl: -4.685 2.669 1.055  -0.12
C: -2.559 4.128 0.185  0.51
Cl: -3.446 5.528 0.609  -0.13
C: -1.278 4.247 -0.374  0.01
Cl: -0.599 5.801 -0.622  -0.07
O: 3.188 1.269 1.369  -0.43
C: 1.981 1.341 1.162  -0.65
O: 1.366 0.522 0.385  -0.80
C: 1.170 2.403 1.841  0.69
C: 1.626 3.714 1.812  -0.18
C: 0.813 4.706 2.323  -0.85
C: -0.412 4.450 2.908  -0.53
C: -0.806 3.129 2.955  -1.04
C: -0.048 2.102 2.428  0.51
N: -2.119 2.796 3.552  1.30
O: -2.797 3.714 3.952  -0.63
O: -2.409 1.617 3.628  -0.63
N: 1.262 6.114 2.217  1.18
O: 2.332 6.313 1.682  -0.63
O: 0.523 6.965 2.662  -0.62
H: 2.575 3.963 1.362  0.66
H: -1.033 5.244 3.293  0.64
H: -0.428 1.090 2.478  0.88
C: -3.854 -3.545 -0.223  -1.15
Ge: -2.402 -4.074 0.981  1.14
C: -2.529 -3.037 2.639  -0.90
C: -2.546 -5.990 1.342  -1.24
Ge: -0.257 -3.563 -0.036  -1.26
C: 1.252 -4.295 0.973  0.48
C: 1.130 -4.625 2.323  -0.22
C: 2.210 -5.127 3.041  -0.82
C: 3.437 -5.306 2.413  -0.60
C: 3.573 -4.999 1.065  -0.50
C: 2.486 -4.505 0.352  -0.41
C: -0.010 -4.047 -1.903  0.46
C: 0.867 -3.316 -2.706  0.16
C: 1.050 -3.644 -4.044  -0.83
C: 0.354 -4.712 -4.595  -0.70
C: -0.519 -5.451 -3.808  -0.69
C: -0.697 -5.120 -2.470  -0.35
H: -4.811 -3.844 0.208  0.51
H: -3.752 -4.034 -1.194  0.34
H: -3.881 -2.465 -0.378  0.16
H: -3.350 -3.419 3.249  0.47
H: -2.726 -1.986 2.427  0.11
H: -1.614 -3.093 3.229  0.29
H: -3.351 -6.179 2.054  0.45
H: -1.620 -6.390 1.756  0.41
H: -2.771 -6.531 0.422  0.37
H: 0.182 -4.495 2.833  0.16
H: 2.093 -5.386 4.085  0.44
H: 4.277 -5.704 2.968  0.42
H: 4.518 -5.168 0.563  0.49
H: 2.597 -4.305 -0.710  0.38
H: 1.406 -2.473 -2.286  0.31
H: 1.734 -3.068 -4.655  0.45
H: 0.493 -4.970 -5.637  0.40
H: -1.060 -6.285 -4.236  0.44
H: -1.389 -5.704 -1.871  0.31
C: 8.124 -0.754 2.140  -1.25
Ge: 6.337 -0.043 1.841  0.58
C: 6.301 1.195 0.346  -0.97
C: 5.564 0.630 3.490  -0.93
C: 5.311 -1.705 1.304  -1.19
Se: 3.539 -1.448 0.688  0.53
C: 2.634 -1.596 2.374  -0.72
H: 8.804 0.054 2.413  0.38
H: 8.510 -1.232 1.238  0.38
H: 8.124 -1.485 2.950  0.36
H: 6.751 2.143 0.645  0.38
H: 5.278 1.390 0.029  0.22
H: 6.878 0.795 -0.489  0.36
H: 6.263 1.327 3.954  0.44
H: 5.393 -0.187 4.193  0.34
H: 4.627 1.149 3.296  0.14
H: 5.280 -2.382 2.158  0.41
H: 5.869 -2.166 0.487  0.56
H: 3.020 -0.814 3.026  0.62
H: 2.843 -2.589 2.771  0.47
H: 1.573 -1.478 2.170  -0.10
O: -0.069 -1.776 0.018  1.08
S: -0.735 -0.329 -2.748  0.03
C: -2.039 -1.613 -2.876  1.06
C: -3.319 -0.859 -3.209  -0.74
C: -2.922 0.266 -4.158  -0.94
C: -1.755 0.995 -3.498  -0.06
H: -2.075 -2.171 -1.946  -1.00
H: -1.736 -2.289 -3.675  0.39
H: -3.751 -0.440 -2.297  0.18
H: -4.056 -1.533 -3.646  0.49
H: -3.742 0.960 -4.346  0.42
H: -2.609 -0.147 -5.119  0.32
H: -2.088 1.677 -2.719  -0.10
H: -1.127 1.536 -4.202  0.56